(1)
Below is H14LiO7 as an isolated structure, with properties calculated with the ωB97M-V functional and the def2-TZVPD basis.

```
22
H14LiO7, DFT the ωB97M-V functional and the def2-TZVPD basis
Li -0.014 -0.232 0.160
O -0.530 1.976 -0.367
H -1.302 2.103 -0.882
H -0.518 2.930 0.283
O -1.569 0.134 1.542
H -1.985 1.014 1.523
H -1.427 -0.044 2.569
O -0.258 -2.388 0.872
H -0.602 -2.921 1.553
H 0.619 -2.624 1.104
O 1.543 0.280 1.359
H 1.915 0.748 1.971
H 2.245 0.374 0.660
O 2.035 1.570 -1.690
H 2.339 2.499 -1.840
H 1.182 1.425 -1.974
O -2.020 -0.843 -0.928
H -2.372 -1.764 -0.822
H -2.882 -0.390 -0.598
O 1.122 -1.048 -1.217
H 1.351 -0.747 -2.024
H 1.128 -2.053 -1.255
```

The calculation puts the relative energy (zero: lowest compared OMol25 entry of this formula, charge and spin) at 45.1 kcal per mole. The charge is +1.

These are the Mulliken partial charges, in e, on atoms 1 to 2: Li 0.85; O -0.59

***

(2)
Below is a 6-piece molecular cluster, H14NO5 overall, with properties calculated with the ωB97M-V functional and the def2-TZVPD basis.

```
20
H14NO5, DFT the ωB97M-V functional and the def2-TZVPD basis
N -13.282 7.312 58.777
H -13.181 6.707 57.938
H -14.187 7.956 59.117
H -12.503 7.795 58.616
H -13.196 6.566 59.462
O -14.739 5.663 60.836
H -14.751 4.828 60.879
H -15.190 5.704 59.912
O -13.788 10.270 58.347
H -13.765 11.002 59.030
H -12.900 10.527 57.976
O -11.844 4.709 58.271
H -11.152 5.094 58.563
H -11.633 4.488 57.388
O -12.068 7.748 55.865
H -12.778 8.158 55.292
H -11.728 7.062 55.480
O -16.005 6.088 58.312
H -16.739 6.438 57.863
H -15.849 5.136 58.032
```

The calculation puts the relative energy (zero: lowest compared OMol25 entry of this formula, charge and spin) at 91.2 kcal per mole. The charge is +1.

These are the Mulliken partial charges, in e, on atoms 1 to 2: N -0.47; H 0.37

***

(3)
Below is H14NaO7 as an isolated structure, with properties calculated with the ωB97M-V functional and the def2-TZVPD basis.

```
22
H14NaO7, DFT the ωB97M-V functional and the def2-TZVPD basis
Na 18.736 30.833 1.945
O 16.670 32.937 0.559
H 15.988 33.470 0.968
H 17.485 33.250 0.950
O 18.899 28.436 0.552
H 19.100 28.682 -0.350
H 18.389 27.630 0.473
O 19.095 33.422 2.521
H 19.679 34.043 2.087
H 18.879 33.838 3.356
O 20.470 29.674 3.259
H 20.413 29.743 4.212
H 21.333 29.293 3.097
O 20.245 31.731 0.230
H 20.844 32.468 0.115
H 20.218 31.308 -0.628
O 16.240 30.156 1.584
H 15.409 30.266 1.122
H 15.990 29.867 2.462
O 18.035 32.894 4.979
H 17.201 33.358 5.055
H 17.829 32.113 4.466
```

The calculation puts the relative energy (zero: lowest compared OMol25 entry of this formula, charge and spin) at 19.2 kcal per mole. The charge is +1.

These are the Mulliken partial charges, in e, on atoms 1 to 2: Na 0.67; O -0.59

***

(4)
Below is a 7-piece molecular cluster, H14O6S overall, with properties calculated with the ωB97M-V functional and the def2-TZVPD basis.

```
21
H14O6S, DFT the ωB97M-V functional and the def2-TZVPD basis
O -1.262 -0.295 -1.699
H -1.917 -0.573 -1.043
H -1.386 -0.945 -2.403
O 1.092 1.912 -0.980
H 0.506 1.284 -1.420
H 1.796 1.336 -0.648
O 1.886 0.615 1.975
H 1.808 1.113 2.797
H 1.236 1.047 1.405
O 0.391 4.117 3.373
H -0.557 4.199 3.219
H 0.708 3.833 2.503
O -0.054 -2.231 1.090
H 0.236 -3.003 1.585
H 0.549 -1.535 1.384
O 2.130 4.623 1.007
H 2.425 3.876 0.460
H 2.927 4.984 1.412
S -2.401 -4.683 -2.587
H -1.244 -4.288 -3.135
H -1.864 -5.765 -2.007
```

The SMILES is O.O.O.O.O.O.S. The calculation puts the relative energy (zero: lowest compared OMol25 entry of this formula, charge and spin) at 23.8 kcal per mole. The charge is 0.

These are the Mulliken partial charges, in e, on atoms 1 to 2: O -0.60; H 0.31

***

no.,HOMO-LUMO gap (Ha),total energy (Ha)
1,0.41992,-542.4222
2,0.43274,-439.0246
3,0.40668,-697.2331
4,0.38200,-858.0011